Computed, not measured: a cluster of 7 separate species, C30H64B2N8O11P in total in a non-equilibrium geometry, with ωB97M-V/def2-TZVPD.

Geometry as XYZ:
```
116
Properties=species:S:1:pos:R:3:forces:R:3
P 1.1483 -1.0605 3.0180 -0.52 1.13 0.43
O -4.6815 1.2900 1.3740 -0.36 -2.38 2.38
O -2.7895 -4.6991 -2.3491 0.25 4.04 0.96
O -3.1840 -0.2383 2.7154 2.38 0.11 -4.38
O -2.2926 -2.6646 -3.7956 0.02 -0.49 4.31
O 2.6336 -4.8736 -1.6370 -0.54 0.43 0.10
O 1.5296 3.5808 -3.7425 -0.13 0.59 -0.46
O -6.2232 -4.0487 4.8472 0.23 0.40 0.08
O 3.7144 0.1634 -0.8445 -0.26 -0.15 -0.14
O 5.8097 6.4141 -3.1106 0.41 -0.22 -0.18
O 0.4575 4.4526 5.2264 -0.55 -0.09 -0.28
O -1.5327 1.3771 1.7707 -3.19 -9.17 0.72
N -5.9010 -3.7635 7.0496 0.05 0.17 -0.87
N -1.4755 5.5465 4.9065 0.41 -0.44 -0.02
N -5.3317 -1.1939 1.4329 2.80 0.19 2.76
N 7.0173 6.0095 -4.9582 -0.21 0.00 0.66
N 2.8977 -6.7119 -0.3776 -0.25 0.77 -0.93
N 0.1249 -3.4097 -0.7900 -1.48 3.09 3.04
N 2.4435 -0.7353 -2.4608 0.16 0.18 0.45
N 1.9448 4.6061 -5.6948 -0.03 -0.22 0.72
C 3.0018 -8.1245 -0.1019 0.10 -0.05 0.51
C -1.2347 -2.8441 -1.2193 1.64 3.00 4.28
C 2.8636 0.3270 -1.7159 0.34 0.07 0.55
C 0.8818 -2.9145 0.4579 -3.34 1.85 -0.45
C 7.9815 5.4675 -2.7615 0.05 -0.03 0.27
C 2.5457 5.7445 -3.5992 -0.01 -0.05 0.13
C -5.0604 -2.0567 5.4911 0.10 0.18 -0.16
C 2.2572 1.6731 -1.9987 0.35 -0.34 0.17
C 2.4087 5.6597 -6.5649 -0.15 -0.28 -0.34
C 1.9703 4.5648 -4.3319 -0.28 -0.27 -0.07
C 8.1578 5.5690 -5.7246 -0.26 0.15 -0.40
C -2.8516 -1.3167 -3.6106 -0.75 1.94 -1.30
C 2.7684 -0.2129 2.4581 1.21 -0.65 -1.14
C 0.2761 -1.7137 1.4497 -1.87 -1.78 -3.85
C -5.4412 -3.1001 8.2457 -0.20 -0.37 0.26
C 6.8553 5.9978 -3.6041 -0.76 0.34 -0.04
C -0.6706 4.4584 4.7390 0.80 0.30 0.54
C -5.7685 -3.3562 5.7548 -0.46 -0.80 -0.01
C -2.8185 5.7470 4.4183 0.09 0.44 0.24
C -1.9801 0.1061 1.8880 2.10 6.56 0.09
C -1.9073 -1.6419 -0.3082 3.47 -1.62 0.96
C 2.6981 -6.0993 -1.5796 0.21 -0.42 0.66
C -1.2079 3.2954 3.9527 0.12 -0.08 -0.04
C -1.1701 -1.0524 1.0514 0.94 -3.58 -2.39
C -4.3946 -1.2714 -3.0582 -0.17 0.90 -0.68
C 1.6248 -2.4500 4.2389 1.34 -0.52 0.73
C 1.4640 -0.7512 -3.5203 0.23 -0.37 0.00
C -6.6513 -1.1376 2.1700 -1.81 0.00 -0.82
C -4.7180 -2.5740 1.4627 -0.37 -1.93 -0.82
C 2.5635 -6.9651 -2.8010 -0.02 0.12 -0.24
B -2.0971 -3.3733 -2.5158 -1.74 -1.60 -2.30
B -4.3695 -0.0997 1.8488 -2.09 1.79 -0.61
H -6.7457 -1.9363 3.0361 0.44 1.67 -1.72
H 0.5877 -4.1941 -1.3306 -0.39 1.17 0.63
H 1.9519 -1.1178 -4.4272 -0.31 0.08 -0.13
H 3.5933 5.8839 -3.8787 -0.08 0.21 0.10
H 1.9674 6.6440 -3.8252 0.18 0.02 -0.04
H 3.4570 -1.0549 1.9704 -1.20 2.10 0.92
H 1.1781 1.6409 -1.8274 0.04 0.14 -0.28
H -5.0340 -1.8675 4.4140 -0.01 -0.17 0.26
H -3.5749 -2.6112 1.7067 -2.19 0.33 -0.27
H 2.8979 -1.6061 -2.2110 -0.06 0.16 -0.15
H -5.1773 1.8016 2.0806 1.11 -0.75 -1.26
H 1.7011 -7.6285 -2.6964 0.19 -0.10 -0.04
H 3.3352 0.2653 3.3657 -1.36 -1.05 -1.57
H 7.8243 4.7823 -6.4065 0.33 -0.03 -0.04
H 2.2150 -8.3897 0.6092 0.12 -0.27 -0.11
H 1.1960 -2.1584 5.3132 0.68 -0.73 -2.58
H 8.1768 4.4218 -3.0130 0.17 0.12 -0.01
H 1.5429 3.7758 -6.1146 0.10 0.25 0.08
H 2.6918 2.4179 -1.3256 -0.04 -0.27 -0.14
H -3.4690 5.9239 5.2789 -0.24 -0.02 -0.23
H 1.3008 -3.5309 3.9194 0.62 2.13 0.73
H -4.0320 -2.1098 5.8576 -0.10 0.19 0.06
H -3.5594 -4.4624 -1.7211 1.61 -0.91 -1.19
H -4.9310 -2.1606 8.0327 -0.11 -0.19 -0.05
H -4.8941 -2.3156 -2.8848 1.15 1.96 -0.12
H -2.8718 -0.8163 -4.6936 0.28 -1.30 2.41
H -5.0607 -0.7216 -3.8820 1.44 -1.28 1.88
H 2.8219 6.5049 -6.0143 -0.11 -0.21 0.01
H 2.8095 -2.3935 4.3636 -2.50 -0.39 -0.36
H -1.4423 3.6097 2.9324 -0.15 -0.14 0.15
H -3.1890 4.8929 3.8513 0.17 0.10 0.11
H 2.4091 -6.3337 -3.6808 0.07 -0.06 0.29
H -5.2953 -3.3271 2.1831 1.30 1.76 -1.33
H 0.6689 -1.4456 -3.2362 -0.22 0.06 -0.27
H -4.4028 -0.5624 -2.1203 -0.31 -1.65 -1.62
H 2.9782 -6.0622 0.3962 0.08 -0.24 -0.16
H 1.0368 0.2338 -3.7094 0.15 -0.09 0.12
H -6.3885 -4.6470 7.1451 0.11 0.23 -0.01
H -4.7586 -3.7764 8.7671 0.04 0.28 0.17
H -7.4913 -1.3970 1.3629 1.57 0.67 1.96
H 3.4769 -7.5470 -2.9497 -0.19 -0.10 0.01
H 1.9199 -3.4201 0.7584 -2.59 1.11 -1.17
H 6.2161 6.3807 -5.4557 0.25 -0.07 0.12
H -2.9527 -1.2163 -0.6259 2.25 -0.98 0.60
H 7.7041 5.5227 -1.7048 -0.06 0.05 -0.32
H -1.0430 6.2871 5.4465 -0.12 -0.18 -0.15
H 3.1755 5.2425 -7.2230 0.04 0.31 -0.09
H 8.8798 6.0711 -2.9146 0.03 -0.21 -0.02
H 2.5699 0.6363 1.6575 0.29 -1.94 1.66
H -0.4520 2.5060 3.9060 -0.11 0.30 0.07
H 2.4716 1.9713 -3.0282 -0.28 -0.13 0.34
H -2.0983 2.8922 4.4421 -0.05 0.02 -0.22
H -5.5955 -1.2344 5.9731 0.21 0.00 0.05
H 3.9764 -8.3089 0.3579 -0.13 -0.27 -0.08
H 8.5216 6.4183 -6.3090 0.25 -0.22 -0.04
H -2.8183 6.6357 3.7815 -0.32 -0.12 -0.07
H -6.8387 -0.0541 2.5821 0.26 -2.17 -0.83
H 2.9017 -8.7341 -1.0000 0.01 0.22 0.12
H -2.2049 -0.6058 -2.9428 -0.86 -1.60 -1.14
H 2.4968 5.5640 -2.5214 -0.01 -0.06 -0.31
H 8.9625 5.1884 -5.0954 -0.22 0.09 -0.04
H 1.5628 5.9964 -7.1700 0.23 0.23 -0.07
H -6.3095 -2.9081 8.8816 0.24 0.17 0.15
H -4.8334 -3.0520 0.3748 0.25 0.93 2.15
```
Forces are in eV/Å.

Properties
- lowest unoccupied orbital energy (Eh) = -0.170
- net charge = +1
- energy (hartree) = -2837.8282
- maximum force (eV Å⁻¹) = 9.74
- gap between HOMO and LUMO (eV) = 5.926



Computed, not measured: a cluster of 6 separate species, C30H64Br3O10P in total in a non-equilibrium geometry, with ωB97M-V/def2-TZVPD.

Geometry as XYZ:
```
108
Properties=species:S:1:pos:R:3:forces:R:3
Br -0.2830 7.7252 -1.7104 -0.32 -0.49 -1.77
Br -4.8530 8.7545 -4.9205 0.37 -0.71 0.60
Br 2.5778 8.1558 -3.3652 -1.62 -0.83 -1.21
P -3.5941 8.2120 -3.0733 -0.41 1.90 1.11
O 4.5190 -10.6167 -0.3481 0.08 0.12 0.16
O -1.5949 0.7414 0.3151 0.04 0.19 -0.19
O -3.8631 4.6710 -6.2131 2.81 1.48 2.71
O -4.7487 8.1657 -1.8037 1.10 -1.72 -1.64
O 5.1486 -6.5189 3.4922 -0.21 0.11 0.07
O -0.1534 4.3829 -2.3775 -0.24 -0.38 -0.71
O -3.9124 5.7080 -4.1743 3.96 0.29 -2.38
O -2.7976 5.7201 -2.2131 0.72 1.15 -0.59
O -5.9196 9.2942 2.9056 0.09 -0.08 0.16
O 0.1682 -3.7077 2.8198 -0.14 0.10 -0.22
C -0.2585 7.2471 -3.6565 2.26 0.23 -0.03
C -0.9903 -0.5436 0.2337 -0.10 -0.11 0.08
C 3.1790 -9.5198 -2.0956 -0.13 -0.06 0.02
C 4.8441 -12.7099 -1.6003 0.11 0.05 -0.08
C 1.4049 -4.3943 2.9656 0.02 -0.12 0.13
C -1.9827 -1.6885 0.3428 -0.12 -0.03 -0.02
C -5.4739 9.3292 1.5564 -0.01 0.13 -0.04
C -8.2863 8.8530 2.4002 0.00 -0.10 -0.10
C 5.6625 -6.4300 2.1701 0.07 -0.13 -0.06
C -1.5996 6.7240 -4.3236 0.02 -0.01 -0.52
C 1.3135 -5.6318 3.8423 -0.07 -0.08 0.07
C 4.5462 -9.7484 -1.4744 -0.08 -0.07 -0.02
C -0.1517 2.1274 -3.3621 -0.13 0.27 -1.10
C -5.5338 10.7135 0.9330 -0.04 0.12 0.02
C -3.1868 5.1815 -5.3103 -2.81 -1.73 -1.18
C -7.2618 9.6994 3.1361 0.01 -0.02 -0.06
C -0.6504 4.1738 -4.8572 -1.14 -0.74 0.82
C -2.2997 1.0309 1.5146 0.04 -0.03 0.04
C 4.0323 -11.9317 -0.5780 0.06 -0.03 -0.09
C -1.6013 5.4040 -5.2253 -0.06 0.32 -1.22
C 0.9693 7.4453 -4.3159 -2.69 -0.45 0.12
C -0.4264 -3.2186 4.0140 0.09 0.00 0.01
C 5.9476 -7.2225 4.4338 0.07 0.00 -0.03
C 7.3281 -6.6198 4.6286 0.07 0.11 -0.07
C -2.8971 6.4754 -3.4306 -2.49 -0.81 1.68
C 0.4456 -2.2258 4.7634 0.13 0.04 -0.01
C 1.1241 7.1452 -5.8681 1.28 0.36 0.38
C 5.8738 -7.7817 1.5084 -0.07 -0.10 0.11
C -1.4314 0.9657 2.7591 0.13 -0.05 0.03
C -0.8423 3.5840 -3.3875 1.10 -1.58 0.55
H 2.1769 -3.7101 3.3310 0.02 -0.02 0.08
H 2.7416 -10.4451 -2.4751 0.05 0.05 -0.08
H -9.2985 9.1842 2.6447 0.07 -0.02 0.00
H 0.3394 3.7946 -1.7711 -0.56 0.36 -0.61
H 1.8941 7.8748 -6.3160 -1.23 -1.03 0.76
H 2.2818 -6.1372 3.8887 -0.04 0.06 -0.05
H -0.5883 1.6568 2.6730 -0.09 -0.02 0.01
H 0.9868 2.2693 -3.3351 -1.58 -0.21 0.12
H 0.6936 -1.3753 4.1220 -0.05 -0.05 0.05
H -2.0144 1.2344 3.6434 0.03 0.00 -0.07
H 1.3860 -2.6725 5.0911 -0.07 -0.01 0.07
H -1.9258 3.4825 -3.0578 1.18 0.28 -0.76
H -3.1717 0.3749 1.6076 0.03 -0.05 0.06
H 4.4479 -13.7226 -1.7096 0.03 0.07 0.04
H -8.1661 8.9143 1.3169 -0.07 0.08 0.03
H -2.4991 -1.6903 1.3041 0.08 -0.07 0.03
H 7.8813 -7.1762 5.3891 -0.06 0.03 -0.04
H 1.0160 -5.3874 4.8635 0.08 0.01 0.01
H -0.1978 -0.6375 0.9826 -0.03 -0.07 0.06
H 1.5914 6.1003 -5.9979 -0.92 1.51 0.09
H -2.6884 2.0472 1.4076 0.10 -0.09 -0.19
H 4.9367 -8.3460 1.4828 0.10 0.04 -0.05
H -7.3820 10.7611 2.8957 -0.05 -0.01 -0.07
H -7.4329 9.6057 4.2119 0.22 -0.03 -0.08
H 1.7119 -4.6969 1.9617 -0.18 0.14 -0.02
H 5.8910 -12.7729 -1.2887 -0.12 -0.02 0.01
H -0.5000 -0.5956 -0.7416 -0.07 0.21 0.03
H -1.0199 -0.0329 2.9195 -0.09 0.00 0.04
H -1.9453 7.5848 -5.0107 0.47 -1.19 0.84
H 7.9153 -6.6352 3.7086 0.02 -0.09 0.05
H -3.5511 5.9206 -1.6217 0.58 -0.01 -0.56
H -0.3749 1.6172 -4.3675 0.24 0.46 1.60
H 7.2477 -5.5770 4.9477 -0.01 -0.09 0.01
H 2.4867 -9.1110 -1.3544 0.08 0.01 -0.05
H 5.4090 -7.1868 5.3847 -0.12 0.08 -0.19
H 0.5706 -6.3290 3.4429 0.09 0.07 0.00
H 4.9291 -5.8652 1.5893 -0.07 0.02 0.23
H -5.1471 10.6873 -0.0888 -0.01 -0.04 0.09
H -8.1850 7.8011 2.6815 -0.02 0.09 0.03
H 0.1619 7.2695 -6.4670 1.21 -0.31 1.08
H 0.4575 4.3843 -5.0119 -1.54 0.14 0.20
H -2.7451 -1.6095 -0.4383 0.10 0.00 0.04
H 6.6052 -8.3882 2.0448 0.05 0.03 -0.07
H -1.4696 -2.6477 0.2383 -0.01 0.09 0.04
H -0.7174 -4.0536 4.6600 0.05 0.02 0.06
H -0.5092 1.4625 -2.5122 0.47 1.00 -0.98
H 6.0146 -8.2798 4.1564 0.08 0.00 -0.03
H -6.5539 11.0994 0.8933 0.00 -0.04 -0.08
H 6.2346 -7.6524 0.4849 -0.03 0.02 0.08
H -1.3449 5.5691 -6.3365 -0.39 0.34 1.75
H -5.2233 7.3053 -1.7683 -0.05 0.77 -0.07
H -4.9384 11.4215 1.5174 -0.02 -0.10 -0.06
H 4.9369 -8.7914 -1.1192 0.00 -0.19 0.15
H -0.9304 3.3262 -5.5861 0.34 1.35 1.04
H 5.2610 -10.1169 -2.2179 -0.06 -0.03 -0.06
H -0.0764 -1.8549 5.6489 0.01 -0.02 -0.07
H 4.0825 -12.4529 0.3808 0.04 0.23 0.03
H 2.9746 -11.9006 -0.8572 -0.01 -0.02 -0.09
H -4.4347 8.9923 1.5631 -0.09 -0.04 0.20
H 3.2534 -8.8172 -2.9291 0.01 -0.03 0.07
H 4.8238 -12.2367 -2.5833 -0.07 -0.06 -0.01
H -6.0297 8.6028 0.9552 -0.06 0.04 -0.07
H -1.3538 -2.7208 3.7167 0.10 -0.11 -0.17
H 6.5838 -5.8393 2.1611 0.07 -0.03 0.00
```
Forces are in eV/Å.

Properties
- lowest unoccupied orbital energy (Eh) = 0.006
- net charge = 0
- energy (hartree) = -9997.0881
- maximum force (eV Å⁻¹) = 4.63
- gap between HOMO and LUMO (eV) = 9.260